# 1
The following is a quantum chemistry calculation of a structure of composition C15H23MnN5O6S, from the Open Molecules 2025 dataset.

Each line ends with the natural charge from an NBO analysis.
CARTESIAN COORDINATES (ANGSTROEM)
Mn -1.27294 1.01482 -1.82831  1.61
C 0.68237 3.84824 3.51272  -0.63
C -0.24209 2.93755 2.75387  -0.01
C -1.51457 3.35539 2.37435  -0.19
C -2.39114 2.49743 1.73022  -0.20
C -1.99076 1.20148 1.43851  -0.27
C -0.71685 0.77347 1.78356  -0.25
C 0.14739 1.63628 2.44051  -0.24
S -3.15062 0.09864 0.62976  2.32
O -4.43199 0.29759 1.24006  -0.95
O -2.56722 -1.23973 0.81108  -1.03
N -3.09286 0.42343 -0.92110  -1.11
C -4.08067 1.43691 -1.34126  -0.37
C -3.39488 2.82217 -1.49569  0.77
O -3.97314 3.83094 -1.13526  -0.65
O -2.21049 2.75054 -2.01458  -0.90
H 0.37007 4.88752 3.42733  0.22
H 1.70693 3.75961 3.15114  0.21
H 0.68223 3.58838 4.57343  0.22
H -1.83442 4.36702 2.59073  0.22
H -3.38567 2.82460 1.45175  0.26
H -0.42565 -0.24790 1.57281  0.22
H 1.13309 1.29087 2.73674  0.20
H -4.89238 1.52227 -0.62262  0.23
H -4.49441 1.16212 -2.31428  0.21
N 1.01573 1.08707 -1.17281  -0.88
C 1.38526 -0.31828 -1.47755  -0.18
C 2.85586 -0.61694 -1.14190  -0.41
C 3.51933 -1.93354 -1.62827  -0.41
C 2.78599 -3.27979 -1.58649  -0.23
N 2.28794 -3.66849 -0.27092  -0.55
C 1.03344 -3.84340 0.12952  0.68
N 0.00498 -3.89985 -0.71196  -0.76
N 0.80034 -4.03912 1.43246  -0.77
C 0.95846 -0.57447 -2.96250  0.76
O 1.73680 -1.13276 -3.72093  -0.68
O -0.22676 -0.17320 -3.22283  -0.84
H 1.54047 1.69493 -1.79437  0.38
H 1.26380 1.33629 -0.22189  0.39
H 0.71534 -0.93338 -0.87786  0.19
H 2.97732 -0.51855 -0.05700  0.19
H 3.43899 0.18458 -1.60154  0.22
H 4.46021 -2.05485 -1.08360  0.20
H 3.75852 -1.78106 -2.67771  0.27
H 3.49867 -4.05029 -1.88297  0.22
H 1.98752 -3.27549 -2.32284  0.23
H 2.98956 -3.72371 0.44909  0.40
H 0.11006 -3.67536 -1.68708  0.44
H -0.92029 -3.78241 -0.29242  0.44
H 1.53478 -3.92265 2.10625  0.42
H -0.17166 -3.94490 1.73267  0.43

Output
HOMO-LUMO gap (spin up / spin down): 6.669 / 6.847 eV
max |F|: 0.044 Eh/bohr
spin multiplicity: 6

---

# 2
The following is a quantum chemistry calculation of the molecule C2H5N3O2S, from the Open Molecules 2025 dataset.

Each line ends with the natural charge from an NBO analysis.
CARTESIAN COORDINATES (ANGSTROEM)
N 1.77316 -1.16372 0.72792  -0.65
N 1.98058 0.04772 0.41230  -0.43
C 1.02004 0.79393 -0.33993  0.61
O 1.15957 1.90197 -0.80482  -0.56
C -0.37749 0.14212 -0.29992  -0.04
S -0.83355 -1.40613 -0.67236  -0.05
N -1.23686 0.81937 0.66084  -0.29
O -2.59802 0.65483 0.63356  -0.53
H 1.93903 -1.23351 1.86066  0.35
H 2.22017 -2.08806 0.25573  0.37
H 2.83043 0.47370 0.49057  0.36
H -1.04235 1.77427 0.26936  0.37
H -2.57640 -0.42268 0.48328  0.47

Output
structure (SMILES): NNC(=O)C(=S)NO
HOMO-LUMO gap: 8.395 eV
relative energy (zero: lowest compared OMol25 entry of this formula, charge and spin): 116.57 kcal per mole
max |F|: 0.193 Eh/bohr

---

# 3
The following is a quantum chemistry calculation of the molecule CH3NO2S, from the Open Molecules 2025 dataset.

Each line ends with the natural charge from an NBO analysis.
CARTESIAN COORDINATES (ANGSTROEM)
O -1.82474 -0.92500 -0.22798  -0.37
N -0.94364 -0.05902 -0.08389  0.49
O -1.15941 1.09732 0.11451  -0.34
C 0.36372 -0.51540 0.09815  -0.42
S 1.66144 0.76509 -0.08351  -0.07
H 0.53188 -0.92878 1.05673  0.26
H 0.64065 -1.26249 -0.94488  0.27
H 0.73011 1.82829 0.07086  0.19

Output
structure (SMILES): O=[N+]([O-])CS
HOMO-LUMO gap: 9.315 eV
relative energy (zero: lowest compared OMol25 entry of this formula, charge and spin): 86.84 kcal per mole
max |F|: 0.138 Eh/bohr

---

# 4
The following is a quantum chemistry calculation of a cluster of 17 separate species, C68H87IN18O5 in total, from the Open Molecules 2025 dataset.

Each line ends with the Mulliken charge.
CARTESIAN COORDINATES (ANGSTROEM)
C -0.62843 -0.58674 5.56344  -0.67
C -1.51957 -1.13753 4.43524  0.70
O -1.04562 -1.90617 3.64473  -0.48
O -2.87979 -0.77050 4.26317  -0.36
C -3.03985 0.57178 3.90307  0.18
O -3.11497 1.39969 4.77821  -0.54
C -3.11130 1.02112 2.43145  -0.32
C -1.84241 0.53791 1.68676  0.92
C -2.02712 -0.40581 0.64396  -0.88
C -0.89237 -0.85885 -0.04232  0.68
C 0.43607 -0.43904 0.24483  0.38
C 0.62668 0.48264 1.29266  -1.15
C -0.51591 0.96236 2.00406  1.56
C -0.22109 1.96810 3.13488  -1.19
C -0.24099 3.45703 2.67280  -0.43
C -1.65451 4.02174 2.36757  -0.68
I -1.48619 6.14825 1.90431  -0.11
C 1.57487 -0.98966 -0.63337  -0.82
O 2.66873 -1.26802 -0.19592  -0.62
C 1.18404 -1.14230 -2.11270  0.91
C 2.09209 -0.83991 -3.16733  0.49
C 3.52234 -0.34591 -2.90216  -0.82
C 3.54795 1.15578 -2.40386  -0.88
C 4.43446 2.06033 -3.30148  1.80
C 5.88773 1.45963 -3.50261  -1.29
C 4.62365 3.50174 -2.74590  -1.73
C 1.63161 -0.97128 -4.49972  0.32
C 0.31212 -1.38221 -4.84166  -0.96
N -0.09959 -1.47230 -6.19746  -0.40
C -0.56834 -1.66318 -3.74018  0.73
C -2.02453 -2.05576 -4.03459  -1.70
C -2.83174 -0.82344 -4.57751  -0.72
C -2.75460 0.40143 -3.65299  -0.06
C -3.88233 0.77582 -2.86367  -0.44
C -3.83129 1.93035 -2.03445  -0.61
C -2.67702 2.75920 -1.96086  -0.46
C -1.53920 2.38133 -2.71992  -0.84
C -1.60248 1.23839 -3.53939  0.80
C -0.15806 -1.56393 -2.39964  0.74
C -1.04425 -1.86314 -1.19417  -1.09
O -1.79189 -2.81119 -1.08690  -0.63
H -1.03349 0.27089 6.06441  0.35
H -0.35824 -1.40271 6.23753  0.41
H 0.32925 -0.25445 5.08580  0.22
H -3.98457 0.53656 1.93862  0.41
H -3.28630 2.10519 2.33183  0.25
H -3.00361 -0.80178 0.32534  -0.28
H 1.63334 0.83244 1.55504  0.52
H -0.86913 1.85853 4.02224  -0.16
H 0.81239 1.75045 3.48629  0.57
H 0.15559 4.06047 3.52194  0.13
H 0.41475 3.66489 1.80268  0.51
H -2.13217 3.57323 1.47760  0.17
H -2.35895 3.92187 3.21797  0.41
H 4.04270 -0.38782 -3.88280  0.45
H 4.08603 -0.99845 -2.21473  0.52
H 3.96504 1.20687 -1.37610  0.24
H 2.51194 1.55355 -2.40279  0.32
H 3.93330 2.14664 -4.29208  -0.61
H 6.64713 2.21374 -3.20644  0.50
H 6.04649 0.60491 -2.81132  0.27
H 6.02047 1.13188 -4.54861  0.19
H 3.67888 4.05872 -2.59307  0.27
H 5.22595 3.54554 -1.81625  0.41
H 5.21137 4.05602 -3.51438  0.46
H 2.31099 -0.72420 -5.33259  0.11
H -0.93593 -2.03381 -6.29547  0.34
H -0.19611 -0.55469 -6.62033  0.23
H -2.56584 -2.49583 -3.18306  0.47
H -2.02890 -2.83202 -4.83687  0.48
H -2.39846 -0.53997 -5.55574  0.34
H -3.89447 -1.13375 -4.66748  0.52
H -4.82156 0.21592 -2.85452  0.30
H -4.68443 2.24475 -1.41111  0.31
H -2.64127 3.66648 -1.33543  0.46
H -0.59885 2.95659 -2.68901  0.55
H -0.72993 0.93900 -4.14089  0.03
C 0.52377 4.84244 6.99117  -0.10
C 1.16349 3.53193 6.79192  0.45
N 1.66421 2.50848 6.63154  -0.50
H 0.94245 5.33492 7.87054  -0.12
H 0.70029 5.47126 6.11900  0.00
H -0.54998 4.71361 7.12433  0.29
C -0.42762 7.75667 -1.87818  -0.84
C 0.22995 6.44431 -2.06047  0.34
N 0.74415 5.42620 -2.20793  -0.33
H -0.00896 8.26455 -1.01089  0.25
H -0.27034 8.37294 -2.76228  0.34
H -1.49687 7.61871 -1.72559  0.26
C -0.17646 3.80060 -7.03545  -0.95
C 0.44736 2.86084 -6.09478  0.45
N 0.94426 2.12191 -5.36558  -0.22
H -0.28061 3.32957 -8.01249  0.32
H -1.16214 4.09239 -6.67400  0.32
H 0.45269 4.69015 -7.13189  0.15
C -2.31462 -0.93064 10.08382  -0.87
C -1.80775 -0.70674 8.72052  0.29
N -1.41058 -0.53373 7.64960  -0.38
H -2.94912 -0.09809 10.38522  0.27
H -2.89700 -1.84996 10.11686  0.30
H -1.48348 -1.01209 10.78299  0.14
C 3.96149 5.11458 -8.66170  -0.62
C 2.67913 5.66511 -8.19663  0.45
N 1.67160 6.08638 -7.83345  -0.54
H 3.80000 4.48312 -9.53324  0.28
H 4.63773 5.92498 -8.92961  0.33
H 4.41483 4.52033 -7.87373  0.06
C 4.12307 0.88948 -7.07923  0.03
C 5.02939 1.84462 -7.73861  0.13
N 5.73950 2.58917 -8.25624  -0.56
H 4.67625 -0.00142 -6.78376  0.30
H 3.68291 1.34807 -6.19323  -0.36
H 3.32743 0.60009 -7.76329  0.46
C -0.39692 0.52297 13.39054  -0.84
C -1.20890 -0.60176 13.89814  0.37
N -1.83871 -1.47660 14.29895  -0.43
H -0.88670 0.97809 12.53057  0.33
H -0.27851 1.27250 14.17108  0.31
H 0.58640 0.16427 13.09044  0.27
C 3.76544 -4.57027 -3.04537  -0.75
C 4.64966 -3.61717 -3.72863  0.54
N 5.33645 -2.86139 -4.25585  -0.52
H 4.33096 -5.44922 -2.74058  0.34
H 3.32874 -4.10124 -2.16323  0.21
H 2.96809 -4.87484 -3.72031  0.23
C 2.87853 6.88467 4.21448  -0.92
C 1.57277 6.79727 3.53911  0.47
N 0.53263 6.70716 3.05306  -0.32
H 3.45856 5.98347 4.01802  0.29
H 3.42752 7.74924 3.84474  0.33
H 2.73297 6.98789 5.28949  0.23
C -5.59138 -2.98272 0.08751  -0.95
C -5.43329 -1.61457 -0.41654  0.56
N -5.30254 -0.54105 -0.81418  -0.47
H -4.73546 -3.22727 0.73787  0.41
H -6.50024 -3.06527 0.66444  0.34
H -5.59926 -3.67425 -0.72018  0.31
C 0.30234 -2.93334 17.56326  -0.73
C 1.19527 -1.91726 16.98577  0.33
N 1.88747 -1.12093 16.52814  -0.39
H 0.88427 -3.79262 17.89289  0.27
H -0.23045 -2.51540 18.41581  0.25
H -0.42025 -3.25658 16.81503  0.26
C -9.81093 -3.59513 -1.94742  -0.78
C -8.41236 -3.44601 -1.51702  0.29
N -7.31645 -3.32580 -1.17472  -0.34
H -10.30936 -2.62702 -1.92615  0.29
H -9.84613 -3.99208 -2.96096  0.29
H -10.33324 -4.27908 -1.28020  0.12
C 2.36393 -4.36379 -7.26793  -0.39
C 2.60229 -3.01376 -7.80257  0.45
N 2.79097 -1.95919 -8.22100  -0.48
H 3.18050 -4.64839 -6.59962  -0.07
H 1.42494 -4.38020 -6.71421  0.21
H 2.30779 -5.08103 -8.08578  0.38
C 1.26953 6.50565 11.56124  -0.78
C 1.67683 6.63236 10.15372  0.42
N 1.99561 6.73243 9.05330  -0.48
H 0.67613 7.37053 11.85332  0.27
H 0.67413 5.60363 11.69365  0.26
H 2.15148 6.44706 12.19698  0.27
C 4.05271 -8.46853 -4.67440  -0.70
C 4.25133 -7.12570 -5.23859  0.48
N 4.40733 -6.07552 -5.68224  -0.50
H 3.11824 -8.50204 -4.11591  0.28
H 4.01359 -9.20334 -5.47976  0.08
H 4.87652 -8.71361 -4.00466  0.29
C 5.61801 -10.65033 -8.63110  -0.76
C 4.39557 -10.51514 -7.82407  0.40
N 3.43958 -10.40941 -7.19295  -0.47
H 6.49228 -10.64068 -7.98211  0.27
H 5.59410 -11.58854 -9.18304  0.29
H 5.68829 -9.82357 -9.33608  0.27
C -10.90987 -7.70946 -0.80111  -0.78
C -10.57962 -7.44844 -2.21172  0.33
N -10.32118 -7.24219 -3.31296  -0.37
H -11.46222 -6.86676 -0.38786  0.26
H -11.52128 -8.60702 -0.72480  0.30
H -9.99524 -7.85185 -0.22760  0.27

Output
HOMO-LUMO gap: 6.698 eV
max |F|: 0.107 Eh/bohr